No. 1
A structure of composition H16O8. Source: the Open Molecules 2025 dataset; level of theory: wB97M-V/def2-TZVPD.

The charge is 0. The value obtained for the energy relative to the best compared isomer or geometry (same formula, charge and spin) is 992.10 kJ/mol. Its spin multiplicity is 1.

Each line ends with the natural charge from an NBO analysis.
Element x y z (Å)
O  1.625  -1.131  1.562  -0.90
O  3.270  0.360  1.371  -0.93
O  0.568  -0.547  -1.562  -0.92
O  -0.312  -0.647  0.596  -0.95
O  0.562  1.484  -1.383  -1.09
O  -2.206  -1.829  0.161  -0.99
O  -1.493  1.311  -1.222  -0.84
O  -2.549  1.234  0.801  -0.95
H  2.493  -1.367  1.235  0.50
H  -2.070  1.169  -0.025  0.44
H  -0.395  1.508  -1.383  0.41
H  -2.488  -2.368  0.901  0.45
H  1.518  -1.652  2.358  0.52
H  0.217  -1.062  -0.835  0.50
H  -1.349  -1.493  0.423  0.46
H  -0.351  0.170  0.099  0.50
H  0.569  -0.659  0.970  0.48
H  2.562  -0.169  1.004  0.44
H  0.780  0.601  -1.681  0.44
H  -2.068  2.075  -1.241  0.52
H  -1.530  0.959  -2.112  0.53
H  3.691  0.759  0.609  0.47
H  1.462  -0.869  -1.674  0.48
H  -2.508  2.163  1.030  0.44



No. 2
A cluster of 13 separate species, C39H78O13 in total. Source: the Open Molecules 2025 dataset; level of theory: wB97M-V/def2-TZVPD.

The charge is 0. The value obtained for the energy relative to the best compared isomer or geometry (same formula, charge and spin) is 0.00 kJ/mol. Its spin multiplicity is 1.

Each line ends with the Mulliken charge.
Element x y z (Å)
O  0.681  0.733  3.767  -0.31
O  -1.191  4.681  -0.529  -0.46
O  -1.930  1.279  -3.707  -0.49
O  4.005  -1.545  -4.691  -0.54
O  -5.699  2.885  -0.953  -0.52
O  0.839  0.257  -1.204  -0.27
O  -3.158  1.056  2.350  -0.54
O  -0.177  -4.870  3.769  -0.61
O  3.151  -4.616  -2.062  -0.67
O  5.487  -0.447  3.721  -0.61
O  3.343  4.646  0.577  -0.60
O  -2.156  -3.513  -2.916  -0.52
O  1.721  -3.720  1.369  -0.24
C  2.936  -3.426  -1.966  0.46
C  -0.262  -2.518  3.779  -0.75
C  0.290  -3.848  4.200  0.67
C  0.084  3.002  3.876  -1.00
C  4.286  -0.580  -4.060  0.68
C  3.416  -0.401  4.852  -0.46
C  -0.062  -0.774  0.755  1.01
C  5.706  -0.279  -3.666  -1.40
C  3.542  3.483  0.820  0.56
C  1.812  -2.757  -2.732  -0.08
C  -2.387  4.762  -2.565  -0.62
C  -1.248  5.114  -1.647  0.96
C  -1.067  1.312  -0.329  0.64
C  -4.302  -4.100  -2.127  -1.36
C  -0.173  6.005  -2.214  -1.20
C  -0.098  1.545  4.215  0.87
C  1.473  -3.880  5.155  -0.93
C  4.885  3.006  1.306  -1.06
C  -0.828  1.100  -4.145  0.95
C  0.463  -5.241  0.043  -1.06
C  -5.014  0.864  -1.980  -0.13
C  3.641  -0.817  2.312  0.25
C  -1.185  1.179  5.166  -1.21
C  -0.003  0.250  -0.332  0.60
C  2.444  -5.989  1.495  -1.72
C  -0.342  -0.286  -4.474  -0.64
C  -5.433  1.668  2.310  -1.40
C  -7.346  1.904  -2.318  -1.46
C  -3.095  -1.923  -1.445  0.29
C  3.690  -2.564  -0.981  -0.24
C  0.133  2.243  -4.339  -0.97
C  -3.083  -3.217  -2.213  0.56
C  3.288  0.521  -3.776  0.02
C  -3.973  1.880  1.990  1.06
C  1.567  -4.872  0.991  1.12
C  -3.584  3.244  1.472  -0.55
C  -5.983  1.973  -1.685  0.47
C  4.289  -0.520  3.644  0.30
C  2.498  2.435  0.566  0.60
H  -5.376  0.034  -2.583  0.48
H  -0.551  6.791  -2.863  0.40
H  -2.887  5.582  -3.074  0.49
H  4.263  -1.852  -1.588  0.17
H  -2.196  -1.398  -1.747  -0.21
H  1.532  2.893  0.365  0.07
H  -1.015  0.211  5.635  0.30
H  4.117  -0.173  1.573  0.15
H  3.248  0.670  5.027  0.16
H  0.499  -1.785  3.524  0.05
H  -2.067  1.061  -0.689  -0.30
H  6.306  -1.182  -3.570  0.35
H  -0.889  -2.655  2.895  0.17
H  0.794  2.074  -5.187  0.45
H  -3.153  -2.102  -0.368  0.38
H  -5.616  0.631  2.580  0.33
H  -7.250  1.848  -3.402  0.36
H  3.902  -1.839  2.030  0.40
H  0.605  3.546  4.663  0.41
H  -5.027  -3.702  -2.849  0.30
H  -0.216  -5.935  0.556  0.46
H  3.333  -5.579  1.965  0.33
H  3.645  1.434  -4.253  0.66
H  -1.237  -0.917  -4.492  0.33
H  2.008  -2.773  -3.798  0.55
H  2.698  -6.677  0.691  0.43
H  -4.677  0.451  -1.028  -0.02
H  2.418  1.714  1.384  -0.31
H  4.839  2.546  2.300  0.22
H  0.889  -3.271  -2.461  0.29
H  0.429  5.337  -2.845  0.19
H  5.827  0.276  -2.735  0.27
H  2.777  1.839  -0.308  -0.16
H  -0.960  -2.098  4.510  0.55
H  -1.413  1.995  5.845  0.41
H  -0.764  2.212  -0.857  -0.27
H  2.558  -0.722  2.358  -0.40
H  0.445  6.387  -1.407  0.34
H  0.666  3.112  2.961  0.01
H  -2.619  3.471  1.941  0.01
H  -4.070  -5.116  -2.428  0.39
H  5.592  3.824  1.422  0.35
H  0.839  -5.851  -0.783  0.44
H  -2.082  0.975  4.560  0.16
H  1.702  -2.870  5.480  0.21
H  -3.153  4.207  -2.009  -0.11
H  -4.790  -4.032  -1.155  0.36
H  0.059  -0.338  -5.487  0.58
H  0.635  -1.580  0.524  -0.42
H  -0.887  3.460  3.664  0.31
H  -3.407  3.334  0.405  -0.18
H  1.196  -4.556  5.958  0.38
H  2.320  -4.251  4.577  0.20
H  -1.059  -1.213  0.770  0.07
H  2.433  -0.843  4.713  -0.24
H  -1.235  1.587  0.721  -0.23
H  0.702  2.501  -3.444  0.00
H  0.308  -0.707  -3.712  -0.49
H  3.192  0.615  -2.692  -0.25
H  -0.441  3.148  -4.563  0.39
H  -6.067  1.915  1.453  0.25
H  2.972  -2.002  -0.384  -0.43
H  0.120  -0.275  1.708  -0.64
H  -4.151  1.330  -2.464  0.10
H  -4.257  3.993  1.887  0.61
H  5.263  2.251  0.613  0.25
H  -7.966  2.731  -1.987  0.38
H  6.084  0.351  -4.476  0.44
H  -7.826  0.979  -1.982  0.34
H  -5.738  2.341  3.113  0.39
H  1.719  -1.736  -2.351  -0.64
H  -0.095  -4.391  -0.333  -0.12
H  -2.077  4.008  -3.299  0.03
H  1.863  -6.539  2.242  0.38
H  2.323  0.248  -4.190  -0.32
H  4.365  -3.152  -0.368  0.50
H  -4.011  -1.367  -1.630  -0.13
H  3.848  -0.762  5.784  0.47



No. 3
A cluster of 5 separate species, CH14N2O4 in total. Source: the Open Molecules 2025 dataset; level of theory: wB97M-V/def2-TZVPD.

Its structure (SMILES) is NCN.O.O.O.O. The charge is 0. The value obtained for the energy relative to the best compared isomer or geometry (same formula, charge and spin) is 176.74 kJ/mol. Its spin multiplicity is 1.

Each line ends with the natural charge from an NBO analysis.
Element x y z (Å)
O  1.836  -0.304  -2.348  -0.93
O  -1.240  2.260  -1.644  -0.94
O  2.337  2.746  -0.011  -0.94
O  -1.701  2.000  1.093  -0.98
N  0.593  -1.940  1.584  -0.90
N  -1.190  -3.321  0.561  -0.82
C  -0.911  -2.211  1.377  -0.06
H  -1.428  3.217  -1.956  0.48
H  2.720  1.888  0.363  0.47
H  -1.267  -1.142  1.095  0.20
H  1.211  -2.465  0.986  0.34
H  -0.653  -3.203  -0.317  0.34
H  -0.924  -4.206  0.892  0.36
H  1.354  -0.490  -3.129  0.46
H  -0.890  2.220  1.622  0.48
H  -2.052  1.864  -1.927  0.47
H  1.388  -0.967  -1.755  0.46
H  0.891  -2.097  2.530  0.36
H  -1.427  1.785  0.184  0.49
H  2.145  2.434  -0.916  0.47
H  -1.284  -2.354  2.335  0.18



Orbital gap? In order: 8.87, 9.40, 9.32 eV.
Largest force on an atom? In order: 0.1670, 0.0376, 0.0749 Eh/bohr.